Formula: CH5O2PS2
Source: the OMol25 dataset
Level of theory: the ωB97M-V functional and the def2-TZVPD basis

## Properties
HOMO (spin up / spin down) = -7.91 / -7.91 eV
Orbital gap (spin up / spin down) = 7.24 / 7.25 eV

Each line ends with the natural charge from an NBO analysis.
Atoms and positions in Å:
C -0.524 -0.321 -0.743  0.4318
O -1.374 0.569 -1.273  -0.6784
O -0.639 -1.587 -0.983  -0.6313
P 1.276 0.104 -0.421  0.5848
S 2.209 -0.974 0.921  -0.5358
S 0.954 2.067 0.132  -0.3724
H -0.969 -0.459 1.639  -0.0605
H -1.526 1.278 -0.621  0.5241
H -0.974 -1.740 -1.878  0.4938
H -0.263 -0.868 1.958  0.0386
H 1.830 1.931 1.270  0.2054